ORCA calculation (ωB97M-V/def2-TZVPD) on the ion C4H3O5P with charge -2 in a non-equilibrium geometry.

XYZ file:
```
13
Properties=species:S:1:pos:R:3
P -2.131 -0.797 0.003
O 1.442 1.541 0.043
O -1.817 -2.265 0.228
O -2.796 -0.097 1.169
O -0.549 2.544 -0.036
O -2.673 -0.461 -1.372
C 0.774 -0.680 -0.014
C 0.050 1.508 -0.002
C 1.969 0.235 0.016
C -0.380 -0.022 -0.026
H 2.605 0.099 0.906
H 0.899 -1.748 -0.035
H 2.608 0.142 -0.879
```

**HOMO-LUMO gap**: 5.18 eV
**E_HOMO**: 0.67 eV
**SMILES**: O=C1OCC=C1P(=O)([O-])[O-]
**Spin multiplicity**: 1
**Net charge**: -2



ORCA calculation (ωB97M-V/def2-TZVPD) on a cluster of 2 separate species, C4H3OP in total in a non-equilibrium geometry.

XYZ file:
```
9
Properties=species:S:1:pos:R:3
P 2.176 -0.213 0.788
O 1.280 0.912 0.562
C 1.301 -2.750 -0.319
C -2.042 1.440 -0.467
C -1.527 2.262 0.226
C 1.328 -1.586 0.037
H -2.311 0.567 -0.999
H 1.005 -3.692 -0.797
H -1.211 3.062 0.969
```

**HOMO-LUMO gap**: 8.99 eV
**E_HOMO**: -10.04 eV
**SMILES**: C#CP=O.C#C
**Spin multiplicity**: 1



ORCA calculation (ωB97M-V/def2-TZVPD) on a cluster of 2 separate species, C4H3OPS in total in a non-equilibrium geometry.

XYZ file:
```
10
Properties=species:S:1:pos:R:3
S -1.596 -1.858 0.191
P -4.786 0.157 -0.429
O -5.354 0.911 0.672
C 0.087 -1.493 0.095
C -2.083 -0.276 -0.072
C -1.024 0.543 -0.188
C 0.244 -0.192 -0.240
H 1.221 0.306 -0.259
H 0.767 -2.387 0.376
H -0.885 1.667 -0.134
```

**HOMO-LUMO gap (spin up / spin down)**: 6.69 / 6.69 eV
**E_HOMO (spin up / spin down)**: -8.54 / -8.54 eV
**Spin multiplicity**: 1



ORCA calculation (ωB97M-V/def2-TZVPD) on a structure of composition C4H3OTm in a non-equilibrium geometry.

XYZ file:
```
9
Properties=species:S:1:pos:R:3
Tm 3.200 1.461 0.049
O 2.323 -0.530 0.263
C -0.715 0.603 -0.416
C -2.017 0.637 -0.032
C -0.001 -0.402 -0.049
C 1.156 -1.088 0.120
H -2.313 1.192 0.863
H -2.799 0.296 -0.714
H 1.165 -2.168 -0.083
```

**HOMO-LUMO gap (spin up / spin down)**: 6.54 / 7.96 eV
**E_HOMO (spin up / spin down)**: -16.35 / -17.73 eV
**<S²>**: 2.03
**Spin multiplicity**: 3
**Net charge**: +2



ORCA calculation (ωB97M-V/def2-TZVPD) on the molecule C4H4 in a non-equilibrium geometry.

XYZ file:
```
8
Properties=species:S:1:pos:R:3
C 1.008 -0.312 0.940
C 0.076 0.287 -0.223
C 1.354 -0.571 -0.256
C -1.165 0.055 0.311
H 1.894 -0.758 -1.285
H 0.119 1.281 -0.730
H -1.359 -0.853 0.855
H -1.927 0.871 0.387
```

**HOMO-LUMO gap**: 8.98 eV
**E_HOMO**: -8.80 eV
**Spin multiplicity**: 1



ORCA calculation (ωB97M-V/def2-TZVPD) on a cluster of 2 separate species, C4H4 in total in a non-equilibrium geometry.

XYZ file:
```
8
Properties=species:S:1:pos:R:3
C 1.596 -0.393 0.437
C -2.004 0.581 0.193
C -1.848 -0.501 -0.288
C 2.204 0.334 -0.261
H 2.722 0.873 -0.983
H -1.724 -1.406 -0.717
H -1.908 1.576 0.603
H 0.962 -1.064 1.017
```

**HOMO-LUMO gap**: 11.73 eV
**E_HOMO**: -10.50 eV
**SMILES**: C#C.C#C
**Spin multiplicity**: 1



ORCA calculation (ωB97M-V/def2-TZVPD) on a structure of composition C4H4 in a non-equilibrium geometry.

XYZ file:
```
8
Properties=species:S:1:pos:R:3
C 0.022 0.728 0.684
C -0.209 -0.921 -0.288
C 0.475 0.700 -0.647
C -0.878 -0.279 0.839
H -1.394 -0.735 1.614
H 0.514 -1.548 0.042
H 1.505 0.760 -0.911
H -0.035 1.295 -1.332
```

**HOMO-LUMO gap**: 8.69 eV
**E_HOMO**: -8.40 eV
**Spin multiplicity**: 1



ORCA calculation (ωB97M-V/def2-TZVPD) on a structure of composition C4H40BFeO28 in a non-equilibrium geometry.

XYZ file:
```
74
Properties=species:S:1:pos:R:3
Fe -0.515 0.173 0.991
O 2.303 -4.894 -6.817
O 0.225 -1.658 1.705
O -4.761 -1.317 3.018
O -0.982 -0.142 -3.449
O 2.435 3.388 -2.482
O -1.032 1.943 0.144
O 2.724 -0.557 -5.463
O -3.624 0.481 -0.072
O -1.878 -0.127 2.387
O 1.367 0.304 0.071
O 1.957 0.837 4.664
O 2.309 -3.716 1.780
O -0.328 -1.683 4.450
O 0.053 -3.056 -1.111
O -1.600 3.505 -2.125
O 3.638 0.999 -4.005
O -2.905 -2.288 1.114
O 0.510 1.092 2.373
O 2.776 -0.812 -1.995
O -1.683 1.494 4.553
O -1.054 -0.684 -0.691
O -0.263 -3.505 -7.156
O 1.951 -2.043 -3.744
O -2.257 3.907 1.295
O 0.858 -1.847 -5.948
O 3.376 2.056 1.235
O 2.799 -2.979 -5.724
O 1.084 3.571 2.163
C 3.053 -0.043 -4.310
C 2.483 -0.959 -3.195
C 1.998 -3.795 -6.383
C 0.703 -3.027 -6.483
B 2.069 -1.834 -5.195
H 1.068 4.389 1.666
H -0.709 -1.264 5.221
H -4.390 -0.055 0.132
H 2.660 0.233 4.426
H 2.398 3.332 -1.528
H 2.908 -3.468 2.484
H -2.694 -3.218 1.201
H -0.126 -2.574 4.736
H 3.533 2.507 2.065
H 2.788 -4.376 1.278
H 0.730 -2.296 1.201
H -5.018 -1.664 3.872
H -3.128 3.934 0.897
H -0.959 2.399 -0.695
H -0.490 -3.584 -1.696
H -1.197 -0.991 -3.835
H -3.849 -2.269 0.958
H 0.917 1.935 2.174
H -3.835 0.891 -0.911
H 0.597 1.001 3.322
H -1.873 2.432 4.523
H -2.300 3.896 -2.647
H 3.996 2.454 0.625
H -1.736 -0.208 -1.166
H 1.768 -0.080 -0.709
H 1.131 3.846 3.078
H -2.252 0.432 3.068
H -1.442 2.581 0.728
H -0.808 -1.399 -1.278
H 1.977 0.990 0.342
H -5.278 -0.518 2.917
H -1.586 1.298 5.485
H -0.925 4.182 -2.084
H 1.962 0.847 5.621
H -1.318 0.499 -4.075
H 0.208 -2.013 2.594
H 0.927 -3.439 -1.183
H 3.175 2.831 -2.727
H -2.381 -0.939 2.440
H -2.240 4.660 1.885
```

**HOMO-LUMO gap (spin up / spin down)**: 6.48 / 3.64 eV
**E_HOMO (spin up / spin down)**: -12.32 / -12.32 eV
**<S²>**: 8.75
**Spin multiplicity**: 6
**Net charge**: +2



ORCA calculation (ωB97M-V/def2-TZVPD) on a cluster of 15 separate species, C4H40N2O14 in total in a non-equilibrium geometry.

XYZ file:
```
60
Properties=species:S:1:pos:R:3
O 1.224 3.036 -3.229
O -3.405 2.573 0.041
O 1.029 0.606 -2.609
O 1.092 -0.993 2.978
O -1.379 2.153 -2.064
O 3.437 -0.719 1.212
O -3.085 0.214 -2.768
O 3.536 -0.328 -2.015
O 2.375 -2.038 -0.661
O -2.660 0.395 2.729
O 4.657 1.255 0.069
O -0.760 -2.016 4.327
O -1.398 -1.810 -3.269
O -3.093 -2.552 2.401
N 0.015 0.348 0.584
N -0.403 -2.752 -0.424
C -0.020 1.824 0.483
C 1.386 2.297 0.826
C -1.089 -0.375 -0.021
C -1.218 -1.813 0.446
H -3.886 -0.126 -2.426
H 3.972 0.818 0.567
H 0.575 -2.748 -0.127
H 0.527 2.811 -2.576
H 2.222 2.311 0.088
H 1.602 3.431 1.127
H -1.135 -1.988 1.532
H 4.183 0.248 -1.691
H -0.956 -1.368 5.066
H -0.279 -1.499 3.782
H 2.868 -1.477 -1.355
H 1.282 1.000 -3.458
H 2.647 -0.458 1.719
H -3.983 -2.611 2.803
H 2.691 0.125 -2.164
H -2.902 -0.426 2.250
H -2.313 -2.054 0.186
H -0.226 2.209 -0.541
H 0.802 -0.381 2.136
H -1.841 0.563 2.320
H 1.970 3.141 -2.655
H 0.099 1.026 -2.493
H -0.792 2.277 1.156
H -2.048 1.733 -2.697
H -3.851 3.330 0.277
H 1.674 1.801 1.770
H -2.576 -0.527 -2.879
H 5.302 0.508 0.101
H -2.093 0.022 0.102
H -1.530 -2.787 -3.175
H 3.088 -1.240 0.466
H 0.920 0.059 0.215
H -1.031 -0.492 -1.099
H 1.251 -0.278 3.625
H -3.466 1.981 0.750
H -0.742 -1.580 -2.659
H 2.759 -2.888 -0.666
H -1.892 2.501 -1.320
H -0.693 -3.721 -0.215
H -2.437 -2.551 3.124
```

**HOMO-LUMO gap**: 9.83 eV
**E_HOMO**: -9.61 eV
**Spin multiplicity**: 1



So what do the calculations give for energy? Going down the list: -871.84562; -570.63718; -968.88180; -1313.81303; -154.60246; -154.64287; -154.60091; -3571.42188; -1339.20242 Eh.
So what do the calculations give for energy above the lowest of the compared OMol25 structures with the same formula, charge and spin? Going down the list: 0.00; 298.81; 241.35; 0.00; 309.85; 203.75; 313.92; 144.35; 284.04 kJ/mol.